[1]
{"formula": "C20H18F2NRu", "method": "ωB97M-V/def2-TZVPD", "symbols": ["H", "H", "H", "H", "H", "H", "C", "C", "H", "C", "H", "Ru", "C", "H", "F", "H", "C", "H", "H", "C", "C", "C", "H", "H", "C", "H", "H", "F", "C", "H", "C", "C", "C", "C", "C", "N", "C", "C", "C", "C", "H", "C"], "xyz": [[1.267, -2.970, -0.075], [-0.400, -2.654, 1.825], [-0.386, 2.888, 3.400], [2.884, -3.128, -4.048], [0.161, 3.483, -4.649], [2.190, -0.870, 3.761], [-0.530, 2.418, -1.507], [-0.765, 1.233, 2.116], [-2.050, 2.802, 2.780], [-1.825, 0.439, 1.586], [-1.022, 2.735, -0.589], [-0.028, -0.004, 0.102], [1.418, -2.446, -1.012], [1.522, -2.460, 3.343], [2.071, -0.758, -4.693], [1.173, 1.230, -4.717], [0.696, 1.582, -3.815], [-3.843, -1.285, 1.563], [-3.042, -2.117, 0.238], [1.792, -1.480, 2.948], [0.124, 2.843, -3.775], [0.485, 0.604, 2.379], [-2.804, 0.897, 1.451], [-0.738, 3.366, 1.764], [0.628, -0.816, 2.319], [2.623, -1.631, 2.252], [1.279, 1.186, 2.845], [2.587, -4.323, -1.745], [0.946, -1.179, -1.249], [-2.875, -2.748, 1.861], [-0.506, 3.272, -2.611], [2.135, -3.139, -2.019], [-1.732, -0.982, 1.512], [-0.457, -1.568, 1.781], [-1.001, 2.634, 2.535], [0.026, 1.212, -1.530], [1.160, -0.569, -2.528], [2.349, -2.578, -3.279], [1.865, -1.308, -3.523], [-2.932, -1.819, 1.290], [-0.971, 4.248, -2.556], [0.637, 0.766, -2.671]], "forces_ev_per_angstrom": [[0.04, 0.06, -0.03], [0.10, 0.13, -0.25], [-0.07, -0.07, 0.00], [-0.02, 0.07, 0.06], [-0.01, -0.01, 0.04], [-0.08, -0.01, -0.03], [-0.21, 0.40, 0.02], [-0.23, -0.72, -0.11], [0.05, -0.06, 0.03], [0.03, -0.02, 0.66], [0.11, -0.13, -0.13], [0.79, -0.98, -0.48], [-0.38, 0.26, 0.71], [-0.05, 0.03, -0.02], [-0.03, -0.20, 0.23], [0.01, 0.00, 0.03], [0.08, -0.52, 0.36], [0.10, -0.01, 0.02], [0.03, 0.06, 0.08], [0.61, -0.23, -0.08], [-0.34, 0.48, 0.28], [-0.27, -0.37, 0.32], [0.21, -0.01, -0.11], [0.03, -0.09, -0.03], [-0.78, 0.50, 0.16], [-0.05, 0.02, -0.06], [-0.06, -0.05, -0.27], [-0.19, 0.49, -0.13], [-0.18, 0.23, 0.25], [0.05, 0.11, 0.04], [0.26, -0.12, -0.47], [0.28, -0.09, -0.80], [0.47, 0.53, 0.57], [-0.21, 0.21, 0.39], [-0.03, 0.72, -0.13], [-0.23, 0.21, 0.13], [-0.31, 0.53, 0.29], [0.10, 0.02, -0.31], [0.46, -0.71, -0.23], [-0.37, -0.36, -0.55], [-0.01, -0.02, 0.06], [0.32, -0.27, -0.52]], "mulliken_charge": [0.566, 0.789, 0.462, 0.554, 0.503, 0.485, 0.163, 0.792, 0.452, -0.709, 0.480, -0.220, 0.037, 0.416, -0.201, 0.585, -0.600, 0.428, 0.315, -1.631, -0.427, -0.756, 0.646, 0.258, 0.820, 0.339, 0.722, -0.188, 0.288, 0.400, -0.935, 0.093, 0.752, -0.797, -1.391, -0.136, -0.553, -0.599, 0.382, -1.424, 0.464, 1.376], "charge": 3, "homo_lumo_gap_ha": [0.3191, 0.2332], "s2": 6.054, "homo_energy_ev": [-19.34, -20.24], "spin_multiplicity": 5, "e_tot_ha": -1121.13254}


[2]
{"formula": "C20H18F3N7O2", "method": "ωB97M-V/def2-TZVPD", "symbols": ["H", "C", "H", "F", "F", "H", "C", "H", "C", "F", "C", "C", "C", "H", "N", "H", "O", "C", "C", "H", "N", "H", "C", "N", "O", "C", "N", "C", "C", "H", "H", "H", "C", "C", "H", "C", "H", "C", "C", "H", "H", "C", "C", "H", "C", "N", "H", "N", "N", "H"], "xyz": [[-1.540, 1.297, 0.088], [3.742, -2.147, 0.407], [4.353, 2.906, 1.241], [-5.438, 4.812, -4.527], [-4.977, 2.930, -5.636], [-3.234, 1.518, -4.230], [2.708, -1.183, 0.357], [-3.149, -0.911, -0.519], [2.261, -3.838, -0.382], [-3.399, 4.376, -4.957], [2.512, 1.908, 1.928], [-3.144, -0.213, 0.335], [3.542, -3.441, 0.064], [-1.770, -3.461, 2.339], [-3.538, 1.052, -2.208], [-0.802, 0.961, 2.541], [-4.192, 0.725, 0.117], [3.759, 2.007, 1.241], [-5.000, 2.555, -1.102], [2.085, -4.853, -0.689], [2.860, 0.152, 0.847], [4.382, -4.105, 0.167], [1.450, -1.648, -0.134], [-0.751, -0.681, 0.604], [0.427, 0.206, -1.182], [-1.784, 0.623, 2.166], [1.259, -2.919, -0.517], [-4.470, 3.009, -3.301], [-0.923, -1.534, 1.777], [-1.613, -3.219, 0.604], [-0.016, -1.429, 2.408], [2.100, 2.727, 2.501], [-1.776, 0.392, 0.682], [-4.200, 1.411, -1.073], [-5.548, 2.830, -0.192], [-3.686, 1.833, -3.306], [4.745, -1.884, 0.775], [0.313, -0.714, -0.348], [-4.585, 3.787, -4.623], [-0.204, -3.621, 1.630], [-2.601, 1.287, 2.505], [-1.131, -3.019, 1.578], [-3.426, -1.013, 1.640], [-2.211, -1.104, 3.483], [-2.115, -0.832, 2.445], [3.988, 0.911, 0.599], [-3.670, -2.042, 1.449], [1.996, 0.752, 1.689], [-5.116, 3.390, -2.176], [-4.287, -0.540, 2.122]], "forces_ev_per_angstrom": [[0.22, -0.81, 0.03], [0.42, 2.47, 0.89], [0.48, -0.33, -0.24], [-0.28, -0.68, -0.26], [0.59, 1.26, 1.03], [0.36, -0.26, -0.02], [-0.74, -1.09, -0.09], [0.54, 0.51, 0.18], [0.31, 2.30, 0.07], [-0.53, -1.01, -0.16], [1.43, 1.44, -0.32], [0.06, -1.66, 0.02], [-1.47, -1.10, -0.66], [-0.22, 0.27, 0.25], [-0.55, 0.42, 0.82], [-0.48, -0.16, -0.16], [0.32, 0.90, -1.12], [-1.04, 1.01, 0.96], [-0.37, 1.49, -0.63], [-0.36, -0.18, -0.08], [1.33, 0.66, 0.23], [-0.09, -0.43, -0.13], [1.26, -0.85, 0.19], [1.08, -0.52, -2.38], [-0.29, -2.12, 1.14], [-0.62, 0.41, 0.73], [1.01, -1.07, 0.49], [0.28, -1.10, 0.89], [0.69, -0.26, 0.89], [0.26, 0.00, 0.33], [-0.48, 0.21, 0.00], [-0.43, -0.52, 0.17], [0.97, 1.37, -1.81], [0.34, 0.21, -1.57], [0.20, 0.02, -0.47], [-0.97, 0.35, 1.41], [-0.62, 0.27, -0.17], [-1.81, 3.79, 0.84], [0.07, 0.41, 0.53], [-0.34, 0.56, -0.28], [0.44, -0.12, -0.21], [0.03, -1.05, -0.92], [0.19, 0.60, -0.19], [-0.04, -0.17, 0.37], [-0.17, -0.04, 0.54], [-0.96, -1.73, -0.62], [-0.13, -0.44, -0.11], [-0.69, -1.56, -0.72], [0.55, -1.53, 0.05], [0.23, -0.10, 0.24]], "mulliken_charge": [0.543, -0.339, 0.412, -0.248, -0.241, 0.358, 0.803, 0.374, -0.614, -0.244, -0.163, 0.073, -0.321, 0.366, -0.348, 0.326, -0.423, -0.310, -0.192, 0.400, 0.895, 0.400, 0.180, 0.555, -0.700, -0.746, -0.518, 0.419, 0.096, 0.369, 0.402, 0.386, -0.458, 0.294, 0.432, -0.521, 0.413, 0.111, 0.803, 0.392, 0.368, -1.698, -1.119, 0.454, -0.211, -1.071, 0.343, -0.395, -0.511, 0.423], "homo_lumo_gap_ha": 0.3386, "homo_energy_ev": -9.07, "smiles": "C[C@@H]1[C@H]2C[C@H]([C@H](Oc3cnc(C(F)(F)F)cn3)C2)N1C(=O)c1ncccc1-n1nccn1", "e_tot_ha": -1606.27098}


[3]
{"formula": "C20H18N2O2PtS4", "method": "ωB97M-V/def2-TZVPD", "symbols": ["C", "H", "H", "S", "H", "H", "C", "N", "Pt", "C", "C", "C", "C", "H", "H", "S", "H", "C", "C", "H", "H", "H", "N", "S", "C", "H", "C", "S", "O", "C", "H", "C", "H", "C", "C", "C", "H", "C", "H", "O", "C", "C", "C", "H", "H", "H", "C"], "xyz": [[0.764, 0.961, 3.612], [0.565, -1.090, 3.014], [0.694, 3.060, 4.056], [-2.684, 1.856, 0.793], [1.493, 3.110, -0.368], [-2.649, 2.645, -1.383], [0.194, -0.082, 2.897], [-2.810, -6.769, -1.753], [-2.941, -1.329, -0.269], [4.645, -0.288, -0.166], [1.067, 1.724, -1.962], [-0.853, 0.162, 2.023], [0.270, 2.250, 3.478], [-0.653, 3.802, -1.541], [-1.206, 3.495, 2.541], [0.960, -0.088, -1.899], [0.366, 1.990, -2.756], [-1.854, 2.208, -0.778], [-2.946, -5.629, -1.688], [-0.716, 3.782, 0.196], [2.063, 1.983, -2.321], [-1.280, -0.666, 1.465], [-4.578, -4.282, -4.766], [-2.500, -3.476, -0.112], [-4.163, -3.926, -3.754], [5.221, -1.485, 1.519], [-0.790, 2.498, 2.620], [-3.739, -1.715, -2.264], [-3.472, 0.571, 0.549], [2.340, -0.431, -0.802], [-1.600, 1.222, -1.177], [0.710, 2.398, -0.632], [5.636, 0.118, -0.317], [-3.652, -3.441, -2.520], [-0.635, 3.132, -0.678], [2.100, -1.340, 0.216], [0.692, 1.649, 0.162], [4.411, -1.188, 0.867], [2.963, -2.432, 1.843], [-0.269, -0.356, -1.095], [-1.324, 1.454, 1.874], [3.143, -1.716, 1.051], [3.613, 0.086, -1.010], [1.583, 0.765, 4.291], [3.813, 0.772, -1.824], [1.103, -1.741, 0.339], [-3.094, -4.220, -1.571]], "forces_ev_per_angstrom": [[0.01, 0.00, 0.01], [0.00, -0.02, 0.01], [0.00, 0.00, 0.00], [0.00, -0.01, -0.02], [-0.01, 0.01, -0.02], [-0.03, 0.01, 0.04], [0.01, 0.00, 0.00], [0.01, -0.01, 0.00], [-0.48, -0.04, 0.55], [0.02, -0.01, 0.01], [0.05, -0.02, 0.02], [-0.01, -0.09, -0.05], [0.02, 0.01, 0.01], [0.03, -0.01, 0.00], [-0.02, 0.00, 0.00], [0.04, 0.14, -0.07], [-0.01, 0.00, -0.01], [0.05, -0.12, -0.01], [0.00, -0.14, -0.03], [-0.02, 0.02, -0.01], [0.00, 0.00, 0.00], [0.03, 0.06, -0.07], [-0.02, 0.00, -0.01], [0.23, -0.25, 0.01], [-0.03, -0.06, -0.11], [0.01, 0.00, 0.00], [-0.03, 0.02, -0.02], [-0.19, 0.10, -0.36], [0.16, 0.26, -0.09], [-0.03, 0.04, 0.01], [0.00, 0.02, 0.00], [-0.04, -0.02, -0.02], [0.00, 0.00, 0.00], [0.21, -0.05, 0.28], [-0.03, -0.01, 0.04], [-0.01, 0.03, 0.03], [0.02, -0.01, 0.03], [0.01, 0.01, 0.00], [0.00, 0.00, 0.01], [0.14, -0.20, -0.01], [-0.01, 0.00, 0.00], [-0.02, -0.03, 0.02], [0.02, 0.01, -0.03], [0.01, 0.00, 0.00], [-0.01, 0.00, -0.01], [-0.02, -0.01, 0.00], [-0.06, 0.32, -0.12]], "mulliken_charge": [-0.629, 0.472, 0.429, 0.160, 0.517, 0.538, -0.708, -0.437, 1.096, -0.525, -1.074, 0.462, -0.703, 0.482, 0.484, -0.052, 0.509, 0.027, -0.094, 0.404, 0.428, -0.323, -0.435, -0.376, -0.089, 0.391, -0.137, -0.338, -0.700, 0.689, -0.182, 0.340, 0.394, 0.463, -1.210, -0.492, -0.339, -0.518, 0.424, -0.279, 0.435, -0.577, -0.594, 0.416, 0.289, 0.563, 0.403], "homo_lumo_gap_ha": 0.2363, "homo_energy_ev": -7.42, "e_tot_ha": -2744.90444}


[4]
{"formula": "C20H18N2O5", "method": "ωB97M-V/def2-TZVPD", "symbols": ["C", "C", "O", "C", "C", "C", "N", "C", "O", "C", "H", "C", "H", "H", "H", "C", "O", "H", "C", "H", "H", "C", "H", "C", "C", "H", "C", "H", "H", "N", "C", "C", "H", "C", "C", "C", "H", "H", "C", "O", "H", "H", "H", "H", "O"], "xyz": [[-6.271, 2.137, -0.897], [-5.438, 3.238, -0.987], [3.840, 2.899, 1.211], [0.149, -2.988, 0.191], [-4.113, 3.132, -0.597], [4.005, -0.935, -1.284], [3.338, -0.075, -0.471], [-0.650, -1.905, -0.144], [-2.625, -0.687, 0.006], [-5.782, 0.933, -0.421], [3.084, -2.124, -2.810], [-3.626, 1.932, -0.112], [2.372, -0.276, -0.244], [-5.819, 4.176, -1.362], [5.709, 4.800, 0.673], [3.165, -2.136, -1.719], [1.859, -2.123, -1.169], [6.246, 3.882, 2.076], [1.515, -3.147, -0.353], [-0.306, -1.146, -0.827], [3.686, -3.054, -1.416], [5.076, 2.778, 0.696], [0.313, -4.797, 1.317], [-4.457, 0.824, -0.023], [-1.591, -3.839, 1.601], [-1.966, -4.588, 2.282], [-3.926, -0.477, 0.521], [-3.889, -0.423, 1.621], [-3.383, -2.691, 1.706], [3.079, 1.846, 0.821], [-1.931, -1.782, 0.397], [-0.324, -3.963, 1.070], [-2.594, 1.844, 0.192], [5.147, 1.635, -0.046], [-2.396, -2.759, 1.274], [6.075, 3.829, 1.002], [7.010, 3.604, 0.498], [-3.458, 3.988, -0.667], [3.844, 1.085, 0.072], [2.252, -4.066, -0.106], [-7.304, 2.213, -1.202], [-6.435, 0.074, -0.357], [5.968, 1.228, -0.595], [-4.589, -1.304, 0.235], [5.145, -0.795, -1.655]], "forces_ev_per_angstrom": [[-0.09, 0.06, -0.01], [-0.08, 0.04, -0.04], [0.69, 0.53, 0.09], [-0.46, 0.05, 0.18], [0.06, 0.04, 0.03], [-0.47, -0.24, 0.01], [-0.60, 0.04, 0.27], [-0.05, -0.03, 0.04], [0.09, 0.11, -0.14], [0.10, -0.07, 0.07], [0.01, 0.05, 0.18], [0.00, -0.04, 0.02], [0.16, -0.05, -0.09], [-0.03, 0.07, -0.03], [0.04, 0.07, -0.03], [0.60, -0.36, -0.21], [-0.17, 0.27, -0.10], [0.07, 0.02, 0.04], [0.36, -0.38, 0.10], [0.03, 0.08, -0.07], [-0.05, 0.29, -0.10], [0.04, -0.67, -0.44], [0.05, -0.07, 0.03], [0.09, -0.15, -0.04], [0.15, -0.04, -0.05], [-0.02, -0.06, 0.05], [-0.29, -0.01, 0.22], [0.04, -0.10, -0.16], [-0.09, 0.04, 0.01], [-0.70, -1.06, -0.42], [0.21, -0.28, 0.13], [0.13, 0.01, -0.07], [0.12, 0.01, 0.02], [-0.11, 0.42, 0.30], [-0.19, 0.30, -0.12], [-0.26, 0.01, 0.11], [0.04, 0.01, -0.01], [0.05, 0.07, 0.00], [0.40, 0.94, 0.45], [-0.20, 0.17, -0.03], [-0.08, 0.01, -0.03], [-0.05, -0.10, -0.02], [0.21, -0.01, -0.09], [0.08, 0.08, 0.06], [0.18, -0.07, -0.13]], "mulliken_charge": [-0.547, -0.434, -0.151, 0.281, -0.498, 0.584, 0.031, -0.105, -0.294, -0.519, 0.327, -0.468, 0.094, 0.370, 0.309, -0.536, -0.311, 0.303, 0.698, 0.544, 0.358, 0.159, 0.474, 0.431, -0.711, 0.380, -0.566, 0.399, 0.436, -0.610, 0.233, -0.807, 0.397, -0.030, -0.504, -1.177, 0.307, 0.381, 0.426, -0.619, 0.385, 0.333, 0.441, 0.457, -0.651], "homo_lumo_gap_ha": 0.3404, "homo_energy_ev": -8.99, "smiles": "Cc1cc(NC(=O)COC(=O)c2cccc(OCc3ccccc3)c2)no1", "e_tot_ha": -1258.63799}